(1)
{"formula": "C20H20N4O5S", "method": "wB97M-V/def2-TZVPD", "species": ["C", "C", "C", "C", "N", "N", "C", "C", "C", "C", "C", "C", "C", "C", "O", "H", "H", "H", "H", "C", "O", "O", "C", "C", "O", "N", "C", "C", "C", "C", "S", "H", "H", "C", "O", "N", "H", "H", "H", "H", "H", "H", "H", "H", "H", "H", "H", "H", "H", "H"], "coordinates": [[-0.61, 4.37, -2.63], [-1.00, 3.79, -1.28], [-0.47, 2.38, -1.05], [1.05, 2.34, -0.94], [1.53, 1.01, -0.60], [1.07, 0.04, -1.37], [1.38, -1.20, -1.15], [2.32, -1.58, -0.13], [2.83, -2.87, 0.03], [3.73, -3.13, 1.04], [4.16, -2.12, 1.89], [3.68, -0.84, 1.73], [2.77, -0.55, 0.72], [2.25, 0.80, 0.57], [2.41, 1.71, 1.37], [4.00, -0.03, 2.38], [4.87, -2.34, 2.67], [4.12, -4.14, 1.17], [2.50, -3.66, -0.62], [0.48, -2.13, -1.88], [0.03, -1.97, -2.97], [0.12, -3.15, -1.05], [-1.13, -3.76, -1.33], [-2.27, -2.99, -0.66], [-3.44, -3.20, -0.89], [-1.85, -2.04, 0.21], [-2.69, -1.15, 0.82], [-2.28, -0.09, 1.60], [-3.39, 0.66, 2.07], [-4.57, 0.16, 1.64], [-4.40, -1.24, 0.63], [-5.56, 0.53, 1.85], [-3.32, 1.52, 2.71], [-0.85, 0.15, 1.82], [0.01, -0.63, 1.41], [-0.50, 1.28, 2.47], [-1.18, 1.95, 2.78], [0.48, 1.50, 2.54], [-0.86, -1.88, 0.44], [-1.32, -3.80, -2.41], [-1.09, -4.78, -0.93], [1.50, 2.61, -1.90], [1.41, 3.01, -0.16], [-0.90, 1.98, -0.12], [-0.78, 1.73, -1.87], [-0.64, 4.45, -0.48], [-2.09, 3.76, -1.21], [0.46, 4.53, -2.69], [-0.90, 3.69, -3.43], [-1.10, 5.32, -2.79]], "smiles": "CCCCn1nc(C(=O)OCC(=O)Nc2sccc2C(N)=O)c2ccccc2c1=O", "homo_lumo_gap_ev": 8.58, "homo_ev": -8.47, "total_charge": 0, "de_lowest_ev": 0.000, "e_tot_ha": -1767.6234, "spin_multiplicity": 1}

***

(2)
{"formula": "C7H13FN2", "method": "wB97M-V/def2-TZVPD", "species": ["C", "C", "C", "C", "C", "C", "C", "N", "N", "F", "H", "H", "H", "H", "H", "H", "H", "H", "H", "H", "H", "H", "H"], "coordinates": [[-2.12, -0.61, -1.45], [0.61, -1.45, 1.92], [0.72, 2.41, -0.02], [0.90, -0.23, 0.97], [-0.05, 1.32, -0.80], [-1.07, -1.11, -0.58], [-0.39, 0.16, 0.16], [-2.88, -0.25, -2.23], [0.14, -1.68, -1.17], [-1.40, 0.70, 0.91], [-0.32, -1.38, 2.51], [0.60, -2.50, 1.52], [1.26, -1.32, 2.68], [1.05, 3.14, -0.81], [1.58, 2.07, 0.44], [-0.04, 3.02, 0.51], [1.68, -0.46, 0.32], [1.37, 0.65, 1.46], [-1.03, 1.78, -1.25], [0.36, 0.84, -1.62], [-1.55, -1.75, 0.05], [-0.21, -2.30, -1.88], [0.78, -1.06, -1.63]], "homo_lumo_gap_ev": [4.69, 6.79], "homo_ev": [-3.92, -11.55], "total_charge": 0, "s_squared": 2.01, "de_lowest_ev": 3.033, "e_tot_ha": -483.5810, "spin_multiplicity": 3}

***

(3)
{"formula": "C10H13NO2", "method": "wB97M-V/def2-TZVPD", "species": ["C", "C", "C", "C", "C", "C", "C", "C", "C", "C", "N", "O", "O", "H", "H", "H", "H", "H", "H", "H", "H", "H", "H", "H", "H", "H"], "coordinates": [[-1.39, -0.49, 0.17], [-1.84, 1.34, 2.84], [-1.98, 1.29, 1.33], [-0.59, 1.16, 3.22], [0.14, 0.98, 1.80], [-0.14, -0.80, -0.11], [1.91, -1.55, -0.96], [1.00, 0.65, -1.80], [-0.10, -1.53, -2.42], [0.67, -0.81, -1.36], [-2.23, -0.03, 0.91], [-0.58, 1.78, 0.97], [0.39, -0.44, 1.21], [-2.74, 1.59, 3.52], [-2.68, 2.08, 1.02], [-0.12, 0.86, 4.12], [1.12, 1.36, 1.70], [2.60, -1.61, -1.71], [1.55, -2.62, -0.87], [2.41, -1.09, -0.14], [0.50, 1.25, -1.05], [2.10, 0.76, -1.99], [0.62, 0.88, -2.75], [-0.05, -2.58, -2.07], [0.58, -1.28, -3.30], [-1.13, -1.16, -2.27]], "smiles": "CC(C)(C)C1=C=N[C@H]2C=C[C@@H](O1)O2", "homo_lumo_gap_ev": 8.72, "homo_ev": -8.27, "total_charge": 0, "de_lowest_ev": 7.167, "e_tot_ha": -593.8519, "spin_multiplicity": 1}

***

(4)
{"formula": "C23H27Cl5FeN6SSi", "method": "wB97M-V/def2-TZVPD", "species": ["Fe", "N", "C", "S", "N", "N", "C", "C", "C", "C", "C", "C", "N", "H", "H", "H", "H", "H", "H", "H", "Cl", "C", "C", "C", "Cl", "C", "Cl", "C", "Cl", "C", "Cl", "C", "Si", "C", "C", "C", "C", "C", "C", "C", "H", "H", "H", "H", "H", "H", "H", "H", "H", "H", "H", "N", "C", "C", "N", "H", "H", "H", "H", "H", "H", "H", "H", "H"], "coordinates": [[0.19, 0.27, -0.13], [1.35, -3.44, 2.00], [0.69, -2.28, 1.72], [-0.29, -2.25, 0.28], [0.87, -1.28, 2.54], [0.07, -0.19, 2.24], [-1.28, -0.36, 2.26], [-2.20, 0.21, 1.37], [-3.59, 0.08, 1.61], [-4.49, 0.65, 0.77], [-4.02, 1.36, -0.35], [-2.67, 1.42, -0.56], [-1.75, 0.87, 0.25], [1.41, -4.12, 1.27], [2.06, -3.41, 2.71], [-1.63, -1.08, 2.99], [-3.90, -0.48, 2.48], [-5.56, 0.55, 0.95], [-4.71, 1.84, -1.04], [-2.28, 1.93, -1.44], [2.43, -0.04, 0.04], [2.13, 0.93, 1.46], [0.72, 1.04, 1.80], [0.45, 2.25, 2.58], [-1.19, 2.80, 2.75], [1.45, 3.01, 3.13], [1.06, 4.42, 4.06], [2.81, 2.71, 2.93], [4.05, 3.57, 3.75], [3.12, 1.71, 1.99], [4.75, 1.53, 1.44], [0.55, 1.20, -3.34], [0.01, -0.37, -2.29], [-1.71, -0.83, -2.97], [1.18, -1.67, -3.06], [2.06, -2.47, -2.33], [2.88, -3.40, -2.95], [2.85, -3.56, -4.32], [1.99, -2.77, -5.08], [1.18, -1.84, -4.45], [0.78, 0.87, -4.36], [1.47, 1.66, -2.97], [-0.24, 1.95, -3.45], [-1.68, -0.95, -4.06], [-2.47, -0.08, -2.73], [-2.03, -1.78, -2.54], [2.08, -2.37, -1.25], [3.55, -4.01, -2.35], [3.49, -4.29, -4.81], [1.96, -2.88, -6.15], [0.51, -1.24, -5.06], [-0.76, 5.51, -0.19], [0.43, 5.13, 0.57], [1.15, 3.93, -0.10], [0.15, 2.94, -0.59], [-1.44, 6.00, 0.39], [-0.73, 3.49, -0.64], [-0.53, 6.12, -0.97], [0.11, 4.82, 1.57], [1.15, 5.95, 0.69], [1.82, 3.46, 0.61], [1.74, 4.28, -0.96], [0.37, 2.56, -1.51], [0.02, 2.08, 0.06]], "homo_lumo_gap_ev": [5.98, 6.36], "homo_ev": [-5.95, -7.42], "total_charge": 0, "s_squared": 6.14, "de_lowest_ev": 4.325, "e_tot_ha": -5473.3610, "spin_multiplicity": 5}